[1]
142
Properties=species:S:1:pos:R:3 method="wB97M-V/def2-TZVPD" homo_lumo_gap_ev=6.00 e_lumo_ev=-4.595 total_energy_ev=-172763.8620 charge=+1 fmax_ha_per_bohr=0.16919
O -0.8223 -0.2105 -4.2931
H 4.6183 2.1576 -4.4716
O -2.1891 -6.3194 4.7069
H -8.8588 -0.1116 1.7810
Cl 1.2493 -1.5609 -2.8116
H -5.1896 -4.2358 9.2790
H 6.7387 -1.3665 -6.8472
C 7.0041 0.1460 -5.3725
H 0.3281 5.0859 1.5084
C -5.7588 -4.4029 8.3623
H 0.4759 -4.2676 3.5792
H 10.1224 6.9837 -6.0559
H -1.8527 1.7542 1.4896
H -3.2057 -2.3480 -0.4408
H -2.2669 -3.6660 -2.4491
O 0.2914 2.0275 -4.1376
H -5.4538 -5.1666 5.5355
H -1.3319 5.7683 1.2194
H -0.9679 3.3209 2.8274
C 0.0235 -0.3712 1.9574
O -1.8104 1.5334 -2.6745
H -3.6224 -0.2624 4.9693
H -1.4034 -8.4589 2.6128
H -4.5875 0.2926 2.9552
O 5.9239 -0.0875 -4.8379
C -2.1226 -8.3412 3.4256
H -8.2120 -0.7461 5.5403
H 3.5948 2.1797 1.0299
F -2.9934 -4.7730 -0.8543
C -0.0612 -2.0443 3.6179
H 3.9314 0.0426 -3.8746
C 1.0033 2.2776 1.9183
H 7.4198 1.5967 -4.0762
C 9.1054 1.5477 -5.3668
H 1.1104 -0.3605 2.2715
C -1.8313 0.8468 0.7903
H 7.6273 0.0538 -7.4187
C -9.3660 0.6922 2.3183
H -5.9039 -2.3428 7.8696
C -0.0028 2.7488 3.0070
C -2.0637 -2.5092 -0.4805
H -5.4088 -5.3124 7.8804
H -2.3223 -0.5150 -1.3698
N -2.9730 -6.1820 2.6163
H -0.4590 2.8792 4.8656
H -3.3887 1.6582 2.9768
H -1.8065 -2.7318 0.5866
H -6.9015 -1.1388 4.4041
N 7.8073 1.1256 -4.8804
H -2.7642 -6.0505 0.5685
C 7.4853 -0.6219 -6.5731
C -5.1024 -3.1787 6.2521
H -2.7717 3.2044 -0.9533
O -5.0435 -2.1024 5.6659
H -2.3044 1.2463 -0.1764
H -1.3480 -1.6614 -2.2465
N 3.7408 1.8699 -4.9303
O 0.4063 -1.3026 4.4836
C -2.4230 -6.8829 3.6444
C -2.8264 -0.2491 4.1653
H 3.3243 -0.9302 -0.5336
C 3.1354 0.8578 -3.9858
C -7.8827 -0.6706 4.5017
H -1.3289 -3.8473 3.6011
H -2.9242 4.8135 -0.1279
H -2.4977 1.3667 -3.3527
C 9.4212 4.8746 -8.3724
C 2.8098 1.5233 -2.5417
C -1.4633 -1.2243 -1.1860
H 4.0500 1.3161 -5.7455
H -1.8546 4.6978 -1.5903
H -4.3903 -6.4855 1.1362
H 8.4186 -1.1375 -6.3397
H 3.8644 1.8595 -2.2392
O -8.1541 2.6243 3.0409
H 9.6489 5.2451 -10.4568
H -3.0419 -8.8843 3.1992
N 3.1378 2.1870 0.1202
H -9.7905 1.3812 1.5889
H 8.6875 6.4638 -9.6066
C 9.5657 5.8193 -9.5349
H 9.4024 7.4676 -7.6086
C -0.3032 -3.5813 4.0250
H -6.8159 -4.5094 8.6146
H 1.8207 1.6557 2.4192
H -8.5950 -1.1814 3.8579
H 0.1529 1.8832 -5.0996
H 9.4265 0.9767 -6.2337
H -1.8356 0.1738 4.5100
H -0.3773 -3.6549 5.1557
N -0.1802 -0.5934 -0.6747
C 9.2968 6.8101 -6.7495
H -3.8158 -4.8882 6.2058
H 8.3543 7.0255 -6.2414
H 2.3745 0.3909 0.7477
H -0.9790 -4.3409 -1.2438
H 1.5173 3.2799 1.6671
H -7.1088 1.2953 4.7097
C -8.3861 1.4322 3.1895
C -3.4659 0.5310 2.9066
H -0.5295 0.2507 2.7527
H -4.2536 -4.2458 4.6176
H -3.1481 -5.2141 2.8427
H -3.8874 -0.0194 0.8298
Br 0.8025 -2.2236 -0.3192
N -1.0862 3.8690 0.3174
C 0.5843 1.6438 0.5236
N -5.6073 -3.2395 7.5125
H 9.2105 4.7191 -6.3988
H 2.2258 0.4066 -4.4819
H 4.1321 -0.1135 -1.6703
N 9.3032 5.4115 -7.1263
H 2.2972 2.4977 -2.7626
C -0.3354 0.2837 0.5525
C 2.1240 0.5395 -1.4874
P -0.3538 0.8018 -3.2124
C -1.9994 -3.8635 -1.3675
B -0.0189 2.9344 -0.2554
C -0.4877 5.1681 0.7246
N -7.7488 0.7331 4.1678
H 2.9013 3.1182 -0.2177
O -0.4554 -1.6891 2.3239
H -2.7008 -1.3362 3.8220
H -10.1780 0.2879 2.9256
H -3.0910 -7.7014 1.1450
H -0.1126 5.8111 -0.1376
C 0.6598 -0.0278 -1.8578
C -2.1757 4.1185 -0.6562
C -4.6276 -4.4575 5.6180
O 0.4184 3.4356 -1.5395
H 10.4689 6.4216 -9.4196
C -3.3211 -6.6483 1.2880
C 2.0715 1.1828 -0.0304
H 9.8306 1.4229 -4.5597
H 9.0441 2.6043 -5.6313
H -2.7497 -1.1371 1.6747
N 3.2161 -0.5035 -1.4551
H 1.0005 4.2193 -1.4338
C -2.9388 -0.0517 1.4798
O 9.4080 3.6598 -8.5195
N 0.2926 2.5105 4.2672
H -1.6891 -8.7593 4.3334

=====

[2]
162
Properties=species:S:1:pos:R:3 method="wB97M-V/def2-TZVPD" homo_lumo_gap_ev=10.46 e_lumo_ev=0.025 total_energy_ev=-211169.2351 smiles="CCOC(=O)C(F)(F)F.CCOC(=O)C(F)(F)F.CCOC(=O)C(F)(F)F.CCOS(C)(=O)=O.CCOS(C)(=O)=O.CCOS(C)(=O)=O.CCOS(C)(=O)=O.CCOS(C)(=O)=O.CCOS(C)(=O)=O.CCOS(C)(=O)=O.CCOS(C)(=O)=O" charge=0 fmax_ha_per_bohr=0.11539
H -1.6940 1.3102 2.7470
C -1.1038 2.3817 -5.9814
C -2.9453 -5.9641 0.1485
O -5.0381 3.4378 2.1477
H -6.4891 -2.9182 0.5757
H 2.6478 4.0184 -0.4126
O 4.9274 3.9449 1.2037
O 6.1294 1.8833 0.2762
C -1.3712 0.8017 3.6554
H 3.2605 5.7731 0.8734
C 5.6919 -2.0493 1.1082
H -4.7528 -0.3432 -2.5604
F -2.3242 -1.5088 -0.8404
H -4.5082 1.2275 -3.2931
H 7.1430 -1.5169 2.5458
C 4.8379 5.0845 2.0700
C 3.0532 3.5388 -2.3830
S -3.7964 -2.0300 -6.1572
S 3.3834 -1.2092 4.5327
O -2.2890 0.9645 4.6970
H 1.7589 1.3128 1.2868
C -6.3277 5.6684 1.3637
H -5.2798 -1.1098 -7.7914
C -0.5206 -3.5457 -4.0219
H 5.8020 5.3147 2.5235
F 8.0002 -5.8010 4.7088
C -1.0104 4.0072 -7.8204
H -0.9490 -8.1461 -2.1656
H 2.6565 5.4098 -1.4100
C -4.8674 1.3441 4.9869
O 0.8890 4.3104 -1.6428
H -3.4639 -3.2046 1.1175
H -0.7086 -6.5977 -1.3638
S -3.6517 -5.8406 1.7733
H -3.7525 -0.0556 -7.5260
H -5.8666 0.9784 4.7501
C -0.0072 -6.5477 -3.5015
O -3.8113 -0.5844 3.3504
O 1.9627 -3.2083 -2.9823
C 0.2154 4.3968 -8.5560
C 2.0873 -0.4000 0.1545
H -3.6109 -6.3770 -0.6095
O -5.0826 -1.4593 -5.2594
S 6.3764 3.0828 1.1124
O -0.0193 3.6729 0.5618
C 2.2995 4.3804 -1.3799
H -3.7686 -1.6007 -8.5161
H 0.6423 -7.6617 -1.7563
H 2.8896 -0.7823 -0.4765
H -4.7567 1.7140 6.0062
H -4.6365 2.2375 4.4067
H -4.7369 0.6153 -5.5908
O -0.6043 3.5270 -6.5069
H 2.7466 1.6033 -0.2097
C 7.8305 -4.1535 3.1064
H -6.0967 0.2773 -4.6932
S -3.6436 -0.0020 4.6902
H 1.9914 -1.1068 0.9788
H -0.3067 2.5176 4.3980
O -4.3663 -7.0860 2.0897
O -4.8161 -4.7119 1.3398
C 7.5071 -5.5676 3.4457
H -6.3827 5.1252 0.4202
H 0.5834 1.4912 3.2231
O 6.8526 -3.5156 2.5153
H 4.5193 -2.8706 6.2188
C -5.5007 1.4757 1.0699
H -3.3732 -0.0495 -3.6405
H 5.4750 -2.7847 0.3334
O -1.9671 1.6102 -6.5390
H -1.7611 4.7879 -7.6979
F 8.1137 -6.4019 2.5454
F -2.3510 0.5919 -0.6698
O 0.0120 6.1530 -0.2304
H 0.4454 1.0946 4.9091
F -1.6629 1.8101 -3.8313
O 7.4297 4.0056 0.7887
H -5.3567 -1.5495 0.8063
H 2.2517 -3.4771 7.0622
H -6.1158 6.7260 1.2068
H 6.2341 3.3367 3.4964
H 2.4488 -5.0685 6.2270
H -7.2599 5.5394 1.9136
C 7.0127 -2.3172 1.8174
O -2.4959 -1.5600 -5.6687
O 1.0799 -5.6246 -3.3369
S -4.7800 5.1301 2.1193
H -5.0228 -2.5762 -0.4565
H 4.4364 -4.3413 5.1217
O -3.6318 -0.8136 5.8854
H 2.2868 -1.2668 6.6022
H 0.0080 -3.7249 -4.9582
C 2.9988 -0.5518 6.1898
H -1.4882 3.1734 -8.3350
H -0.7118 -2.4743 -3.9614
C -0.3838 -0.5584 -0.0162
C -0.3053 -7.2675 -2.1232
H 7.8345 -2.3704 1.1034
O 0.8968 -0.3527 -0.6454
H 3.0042 3.9600 -3.3871
C -0.1108 1.4989 4.0633
C -0.5903 2.0428 -4.5939
C -1.7641 4.5074 -1.4574
C -5.0876 -0.1037 -4.8504
H 4.9482 -2.0573 1.9051
H -1.4442 -4.1240 -4.0443
H 3.5353 0.9975 1.0834
H -5.1995 0.7868 1.8591
H 2.6844 2.5188 -2.4907
F 0.2404 0.9982 -4.5670
H 5.4380 1.9482 2.9837
O -0.6159 -0.7915 1.1695
H 0.5416 -7.3012 -4.0665
O 8.9769 -3.7155 3.3693
C -1.5363 -0.4424 -1.0116
F -1.0913 -0.3866 -2.2316
H -5.2988 1.0392 0.0917
O -2.6450 -5.2324 2.6307
H -1.9247 3.4655 -1.7347
O -3.9833 -3.4334 -6.3665
O -3.7217 5.5112 1.2059
O 0.0444 -4.1949 -1.4993
C -5.4456 -2.6047 0.5478
H -4.5728 3.1736 0.1212
H -1.0857 -0.2383 3.4974
H 7.3316 2.0257 3.0751
H 2.6829 0.4715 5.9870
O -4.7989 5.5902 3.5045
H 0.0099 4.8113 -9.5429
H 3.8749 -0.6686 6.8276
H 0.9259 3.5715 -8.6017
C 6.3740 2.4853 2.8303
C -4.1972 -1.0376 -7.6871
H 5.6975 -1.0052 0.7954
C 2.5453 0.9393 0.6309
C 3.9016 -3.5196 5.5980
H -2.5919 4.9193 -0.8801
O 2.4279 -0.7265 3.6055
H 4.1068 3.3254 -2.2031
C -4.4309 0.1555 -3.4747
H -1.7543 5.2302 -2.2731
C -4.4797 -3.3847 1.4695
S -0.1582 4.7229 -0.4397
H -3.5230 2.3568 1.2087
C -4.5687 2.6294 1.0657
O 4.8461 -1.0407 4.3472
H 0.6482 5.2622 -8.0540
H -2.1470 -6.6694 0.3793
F 0.1066 3.0412 -4.0861
H -4.5207 -3.0277 2.4985
H -0.9003 -6.2906 -4.0710
F 6.1982 -5.7595 3.5396
H -6.5589 1.7218 1.1580
H -2.4364 -5.0872 -0.2518
C 2.9515 -4.1815 6.6125
H 4.8922 6.2603 0.2375
H 4.2145 7.0578 1.6630
H 4.2434 5.0075 2.9804
H 3.6213 -4.4124 7.4408
C 4.2662 6.1153 1.1179
S 0.7380 -4.0938 -2.7814
O 3.0408 -2.7987 4.7577